Entry 1:
DFT (ωB97M-V/def2-TZVPD) results for a structure of composition C22H26CsN5O2PS5.

energy above the lowest of the compared OMol25 structures with the same formula, charge and spin = 0.317 eV
LUMO (alpha / beta) = 3.4 / 3.4 eV
2S+1 = 2
net charge = -2
⟨S²⟩ = 0.78
DFT total energy = -3630.759329 a.u.
HOMO (alpha / beta) = 0.77 / -1.38 eV

XYZ file:
```
62
C22H26CsN5O2PS5 (ωB97M-V/def2-TZVPD)
Cs -0.090 0.000 -1.899
C -2.484 5.874 -3.431
S -1.797 5.376 -1.844
C -0.678 4.023 -2.292
S -1.056 3.040 -3.665
N 0.283 3.974 -1.436
N 1.090 2.844 -1.491
C 2.327 3.108 -1.129
C 3.344 2.131 -1.016
C 4.669 2.522 -0.665
C 5.677 1.605 -0.590
C 5.384 0.245 -0.864
C 4.069 -0.059 -1.182
N 3.062 0.800 -1.263
H -3.199 6.671 -3.219
H -2.982 5.036 -3.914
H -1.709 6.250 -4.099
H 2.602 4.145 -0.920
H 4.857 3.571 -0.461
H 6.682 1.916 -0.324
H 6.138 -0.530 -0.830
H 3.804 -1.097 -1.383
C -1.170 -7.525 -2.112
C -0.406 -6.246 -1.843
O -0.709 -5.318 -2.876
P -0.697 -3.717 -2.532
S -1.956 -3.390 -1.036
S 1.130 -3.033 -2.447
O -1.334 -3.193 -3.925
C -2.664 -3.540 -4.305
C -2.651 -4.634 -5.354
H -0.976 -8.257 -1.325
H -0.878 -7.959 -3.070
H -2.241 -7.321 -2.140
H 0.674 -6.422 -1.839
H -0.689 -5.826 -0.874
H -3.113 -2.627 -4.703
H -3.235 -3.836 -3.420
H -2.098 -4.311 -6.237
H -3.673 -4.877 -5.654
H -2.173 -5.529 -4.957
S 0.743 0.748 5.827
C 0.356 0.548 4.093
C 1.006 1.312 3.137
C 0.665 1.126 1.803
N -0.252 0.242 1.418
C -0.861 -0.498 2.335
C -0.593 -0.384 3.692
C -0.367 2.087 6.220
C -1.716 1.855 6.461
C -2.528 2.932 6.774
N -2.091 4.187 6.870
C -0.799 4.397 6.635
C 0.099 3.392 6.309
H 1.764 2.032 3.413
H 1.144 1.700 1.013
H -1.579 -1.224 1.968
H -1.097 -1.014 4.413
H -2.124 0.856 6.402
H -3.585 2.776 6.960
H -0.458 5.424 6.703
H 1.140 3.620 6.122
```


Entry 2:
DFT (ωB97M-V/def2-TZVPD) results for a structure of composition CH2N2OS2 in a non-equilibrium geometry.

energy above the lowest of the compared OMol25 structures with the same formula, charge and spin = 3.091 eV
LUMO = 0.1 eV
DFT total energy = -1020.278699 a.u.
HOMO = -8.92 eV

XYZ file:
```
8
CH2N2OS2 (ωB97M-V/def2-TZVPD)
C 1.027 0.033 0.612
N -2.332 0.241 -0.022
N -2.513 -0.579 0.707
O -2.140 1.020 -0.870
S 1.737 0.826 -0.630
S 1.240 -1.549 0.755
H 1.224 1.976 -0.244
H 1.756 -1.968 -0.309
```


Entry 3:
DFT (ωB97M-V/def2-TZVPD) results for a structure of composition C29H32EuNO in a non-equilibrium geometry.

LUMO (alpha / beta) = -0.4 / -0.2 eV
2S+1 = 7
⟨S²⟩ = 12.04
DFT total energy = -1964.460833 a.u.
HOMO (alpha / beta) = -4.75 / -4.82 eV

XYZ file:
```
64
C29H32EuNO (ωB97M-V/def2-TZVPD)
C -2.917 -0.974 0.298
C -2.808 0.357 0.830
C -2.397 1.229 -0.241
H -2.905 0.631 1.877
C -2.256 0.438 -1.435
C -2.584 -0.913 -1.098
H -1.748 0.734 -2.354
C 0.095 -2.289 1.815
C -0.533 -1.259 2.580
C 0.350 -0.140 2.626
H -1.558 -1.280 2.945
C 1.525 -0.485 1.860
C 1.355 -1.819 1.355
H -2.068 2.253 -0.117
H -2.416 -1.758 -1.754
H -3.138 -1.874 0.869
H 2.015 -2.288 0.617
H 0.103 0.874 2.973
H -0.382 -3.211 1.510
Eu -0.400 -0.300 0.190
C 2.691 0.415 1.505
C 3.922 -0.320 2.040
C 2.550 1.794 2.175
H 3.705 -0.684 3.054
H 4.793 0.345 2.083
H 4.164 -1.187 1.409
H 2.612 1.667 3.264
H 1.594 2.286 1.931
H 3.370 2.459 1.855
C 2.897 0.640 -0.051
C 1.927 1.594 -0.731
H 2.914 -0.346 -0.579
H 3.902 1.085 -0.219
O 0.669 1.526 -0.597
N 2.332 2.551 -1.574
C 1.341 3.131 -2.514
H 3.194 3.034 -1.331
C 0.256 3.995 -1.904
C -1.031 4.055 -2.470
H -1.249 3.420 -3.338
C -2.004 4.895 -1.918
H -3.004 4.928 -2.360
C -1.690 5.696 -0.808
H -2.446 6.359 -0.381
C -0.402 5.652 -0.259
H -0.135 6.272 0.602
C 0.573 4.809 -0.814
H 1.589 4.775 -0.404
H 0.879 2.320 -3.111
H 1.976 3.731 -3.163
C -0.162 -3.110 -1.216
C -1.015 -4.168 -0.841
C -2.462 -4.182 -0.713
C -3.059 -5.351 -0.266
C -2.300 -6.470 0.103
C -0.905 -6.419 0.041
C -0.256 -5.294 -0.407
H 0.903 -3.249 -1.504
H -0.523 -2.072 -1.010
H -3.071 -3.318 -0.996
H -4.144 -5.390 -0.222
H -2.776 -7.378 0.432
H -0.274 -7.252 0.318
H 0.823 -5.168 -0.455
```


Entry 4:
DFT (ωB97M-V/def2-TZVPD) results for a structure of composition C22H10BF7IrN3O3 in a non-equilibrium geometry.

LUMO (alpha / beta) = -5.4 / -6.9 eV
2S+1 = 2
net charge = +1
⟨S²⟩ = 0.79
DFT total energy = -2062.359385 a.u.
HOMO (alpha / beta) = -10.10 / -10.10 eV

XYZ file:
```
47
C22H10BF7IrN3O3 (ωB97M-V/def2-TZVPD)
Ir -0.018 0.371 -0.527
O -1.130 -0.034 6.496
C 0.006 -0.042 6.140
O 1.146 -0.041 6.478
C -0.009 -0.035 4.395
C -1.227 -0.009 3.744
C -1.194 0.056 2.351
N -0.008 0.085 1.720
C 1.178 0.051 2.353
C 1.208 -0.014 3.746
C 2.328 0.074 1.469
C 3.656 0.067 1.908
C 4.681 0.036 0.990
C 4.374 0.051 -0.371
C 3.050 0.089 -0.745
N 2.054 0.087 0.138
C -2.342 0.076 1.464
C -3.669 0.074 1.903
C -4.690 0.029 0.979
C -4.386 0.011 -0.382
C -3.060 0.050 -0.754
N -2.070 0.085 0.135
H -2.152 -0.034 4.294
H 2.132 -0.039 4.301
H 3.869 0.072 2.963
H 5.707 0.005 1.316
H 5.148 0.028 -1.117
H 2.770 0.124 -1.789
H -3.885 0.094 2.958
H -5.716 0.008 1.303
H -5.159 -0.042 -1.131
H -2.778 0.058 -1.799
F 1.103 3.168 -0.108
B 0.022 2.437 -0.324
F -1.086 3.141 -0.154
F 1.385 -5.210 -4.588
C 1.006 -4.421 -3.599
C 0.686 -4.964 -2.348
F 0.772 -6.275 -2.167
C 0.296 -4.144 -1.308
F -0.021 -4.667 -0.128
C 0.231 -2.716 -1.448
O -0.092 -1.949 -0.515
C 0.575 -2.221 -2.750
F 0.524 -0.867 -2.865
C 0.942 -3.029 -3.800
F 1.243 -2.515 -4.985
```